<A>
Here is one molecule with the formula C4H7N2 from the Open Molecules 2025 dataset. Energies are from ωB97M-V with the def2-TZVPD basis set.

Cartesian coordinates (Å):
C 0.048 -0.783 2.025
C 0.012 -0.278 0.647
C -0.880 -0.694 -0.375
N -0.589 0.124 -1.522
C 0.459 1.093 -1.034
N 0.971 0.566 0.255
H -0.847 -1.218 2.550
H 0.678 -1.396 1.289
H 0.704 -0.191 2.756
H -1.929 -0.916 -0.260
H -0.348 -0.362 -2.401
H 1.267 1.142 -1.793
H -0.031 2.083 -0.850

## Properties
**HOMO (alpha / beta)**: -7.713 / -8.752 eV
**Frontier orbital gap (alpha / beta)**: 8.77 / 8.36 eV
**Multiplicity**: 2

=====

<B>
Here is one molecule with the formula C4H7N2 from the Open Molecules 2025 dataset. Energies are from ωB97M-V with the def2-TZVPD basis set.

Cartesian coordinates (Å):
C 0.894 -0.363 -1.637
C 0.180 -0.196 -0.355
C -0.801 -0.883 0.252
N -1.152 -0.211 1.432
C -0.245 0.813 1.632
N 0.468 0.941 0.440
H 0.403 0.117 -2.491
H 1.061 -1.392 -1.953
H 1.880 0.108 -1.601
H -1.325 -1.756 -0.093
H -1.971 -0.423 1.962
H -0.500 1.623 2.297
H 1.108 1.619 0.116

## Properties
**HOMO (alpha / beta)**: -4.398 / -8.123 eV
**Frontier orbital gap (alpha / beta)**: 5.52 / 9.18 eV
**Multiplicity**: 2

=====

It comes down to <B>, which is 33.1 kcal/mol more stable than the next structure.

=====

<A>
Here is an isolated ion of composition CH7N4P2 and charge +1 from the Open Molecules 2025 dataset. Energies are from ωB97M-V with the def2-TZVPD basis set.

Cartesian coordinates (Å):
C 0.596 0.018 -0.558
N -2.372 2.114 0.071
N 1.550 0.476 -1.373
N -0.663 0.140 -0.950
N 0.974 -0.474 0.602
P -0.268 -1.326 1.493
P -2.233 0.673 0.063
H 1.520 0.542 -2.419
H 2.422 0.533 -1.002
H -0.748 0.581 -1.840
H -0.756 -0.212 2.391
H 1.886 -0.595 0.840
H 0.613 -1.937 2.293
H -2.522 -0.533 0.388

## Properties
**SMILES string**: N#[PH]N/C(N)=[NH+]\P
**HOMO**: -14.295 eV
**Frontier orbital gap**: 9.62 eV
**Multiplicity**: 1
**Charge**: +1

=====

<B>
Here is an isolated ion of composition CH7N4P2 and charge +1 from the Open Molecules 2025 dataset. Energies are from ωB97M-V with the def2-TZVPD basis set.

Cartesian coordinates (Å):
C -0.190 -0.728 0.178
N 2.773 1.213 1.061
N -0.829 -1.852 0.499
N 1.081 -0.671 -0.080
N -0.958 0.351 -0.073
P -0.669 1.995 -0.539
P 2.407 0.704 -0.262
H -0.367 -2.575 1.096
H -1.826 -1.852 0.358
H 1.632 -1.359 0.379
H -1.741 2.332 0.461
H -1.923 0.235 -0.084
H -1.600 1.878 -1.510
H 2.209 0.330 -1.483

## Properties
**SMILES string**: N#[PH]N/C(N)=[NH+]\P
**HOMO**: -14.283 eV
**Frontier orbital gap**: 9.51 eV
**Multiplicity**: 1
**Charge**: +1

=====

It comes down to <A>, which is 10.6 kcal/mol more stable than the next structure.